Density functional theory data (ωB97M-V/def2-TZVPD) for a single C5H9P molecule at a distorted geometry.

Molecular weight ... 100.101 Da
HOMO-LUMO gap ... 10.17 eV
SMILES ... C#CCCPC
Strongest force on any atom ... 4.47 eV/Å
E ... -537.135295 Eh
Charge ... 0
LUMO energy ... 1.0 eV
HOMO level ... -9.1661 eV

Geometry as XYZ:
```
15
C5H9P | the Open Molecules 2025 dataset | ωB97M-V/def2-TZVPD
C 0.887 -0.796 -1.841
C 1.630 -0.108 -2.466
C -0.150 -1.199 -0.938
C -0.684 0.211 -0.455
C 0.059 0.483 2.168
P -1.430 -0.010 1.182
H -1.840 1.323 1.230
H 2.387 0.216 -2.992
H -1.016 -1.793 -1.339
H 0.443 -1.759 -0.198
H 0.182 0.962 -0.290
H -1.454 0.592 -1.212
H 0.361 1.558 1.826
H 0.904 -0.063 2.139
H -0.278 0.382 3.187
```



Density functional theory data (ωB97M-V/def2-TZVPD) for a molecular structure, C39H42Cl3GeN6O5PtS at a distorted geometry.

Molecular weight ... 1080.916 Da
HOMO-LUMO gap ... 6.10 eV
Strongest force on any atom ... 1.11 eV/Å
E ... -6190.870341 Eh
Charge ... +1
LUMO energy ... -4.4 eV
HOMO level ... -10.5437 eV

Geometry as XYZ:
```
98
C39H42Cl3GeN6O5PtS | the Open Molecules 2025 dataset | ωB97M-V/def2-TZVPD
Pt -0.553 -0.294 2.078
Cl -8.106 -1.030 2.449
C -6.392 -1.011 2.217
C -5.642 0.034 2.717
C -4.270 0.057 2.518
Cl -3.396 1.398 3.178
C -3.607 -0.944 1.795
O -2.318 -1.006 1.471
C -4.416 -1.999 1.337
Cl -3.653 -3.314 0.497
C -5.780 -2.045 1.530
H -6.118 0.837 3.261
H -6.358 -2.879 1.159
O -1.093 1.631 1.527
C -1.036 1.338 0.280
O -0.472 0.241 -0.004
C -1.685 2.219 -0.728
C -1.782 1.642 -2.140
Ge -0.147 1.520 -3.256
C 1.471 0.571 -2.681
C 2.274 1.033 -1.633
C 3.497 0.445 -1.352
C 3.939 -0.639 -2.104
C 3.148 -1.127 -3.132
C 1.927 -0.522 -3.419
C -0.711 0.707 -4.935
C 0.089 0.852 -6.070
C -0.299 0.314 -7.288
C -1.498 -0.380 -7.390
C -2.305 -0.533 -6.274
C -1.912 0.009 -5.055
C 0.367 3.384 -3.554
C -0.619 4.307 -3.912
C -0.317 5.650 -4.078
C 0.984 6.097 -3.883
C 1.978 5.192 -3.547
C 1.671 3.846 -3.383
H -1.179 3.190 -0.720
H -2.679 2.399 -0.306
H -2.404 2.315 -2.731
H -2.299 0.682 -2.102
H 1.957 1.883 -1.038
H 4.117 0.835 -0.556
H 4.898 -1.093 -1.889
H 3.490 -1.963 -3.731
H 1.337 -0.892 -4.251
H 1.024 1.399 -6.006
H 0.330 0.441 -8.160
H -1.804 -0.795 -8.342
H -3.244 -1.066 -6.352
H -2.561 -0.114 -4.195
H -1.638 3.979 -4.089
H -1.094 6.348 -4.361
H 1.220 7.147 -3.998
H 2.997 5.532 -3.410
H 2.467 3.154 -3.136
C 2.028 1.712 5.457
N 0.695 1.127 5.282
C -0.310 2.095 4.840
C 0.500 -0.189 5.178
S -0.892 -0.809 4.300
N 1.243 -1.057 5.848
C 1.935 -0.717 7.096
C 1.279 -2.492 5.536
H 2.199 2.400 4.628
H 2.799 0.949 5.436
H 2.092 2.266 6.393
H -0.111 3.032 5.357
H -1.309 1.754 5.097
H -0.246 2.266 3.765
H 1.593 0.240 7.475
H 3.014 -0.711 6.948
H 1.682 -1.488 7.825
H 1.119 -2.662 4.477
H 0.530 -3.026 6.123
H 2.272 -2.852 5.797
N 1.328 0.281 2.387
C 2.392 -0.215 2.537
N 3.565 -0.640 2.624
C 4.069 -1.094 3.763
N 4.517 -1.475 4.757
O 1.955 -3.139 2.220
C 1.069 -2.735 1.514
O -0.086 -2.265 1.949
C 1.271 -2.794 -0.009
N 0.018 -2.375 -0.749
C -0.287 -3.417 -1.777
C 0.237 -4.687 -1.131
C 1.553 -4.224 -0.504
H 2.081 -2.109 -0.250
H 0.087 -1.430 -1.133
H -0.740 -2.340 -0.045
H 0.267 -3.171 -2.683
H -1.352 -3.406 -1.988
H 0.380 -5.479 -1.863
H -0.460 -5.045 -0.370
H 2.343 -4.211 -1.254
H 1.886 -4.847 0.322
```



Density functional theory data (ωB97M-V/def2-TZVPD) for 9 unconnected molecules or ions with the total composition C19H56F3N8O11S at a distorted geometry.

Molecular weight ... 661.763 Da
HOMO-LUMO gap ... 9.02 eV
Strongest force on any atom ... 1.74 eV/Å
E ... -2721.146810 Eh
Charge ... -1
LUMO energy ... 2.2 eV
HOMO level ... -6.8055 eV

Geometry as XYZ:
```
98
C19H56F3N8O11S | the Open Molecules 2025 dataset | ωB97M-V/def2-TZVPD
C -1.582 0.324 0.264
F -2.722 0.732 -0.360
F -1.862 0.231 1.563
F -1.237 -0.856 -0.240
S -0.276 1.579 -0.064
O -0.096 1.551 -1.498
O -0.811 2.843 0.423
O 0.834 1.059 0.708
C 2.958 3.028 -3.372
C 3.605 1.665 -3.637
C 3.189 0.694 -2.561
O 3.922 -0.510 -2.764
C 3.617 -1.497 -1.814
N 3.286 1.135 -4.951
H 2.958 3.708 -4.223
H 3.456 3.484 -2.517
H 1.909 2.882 -3.092
H 4.687 1.819 -3.493
H 2.116 0.481 -2.512
H 3.493 1.107 -1.583
H 4.091 -2.408 -2.168
H 2.529 -1.640 -1.831
H 3.904 -1.211 -0.796
H 3.951 0.429 -5.230
H 3.201 1.843 -5.664
C 0.732 -3.838 -1.385
C -0.320 -4.720 -0.643
C 0.276 -5.849 0.186
O 1.265 -5.404 1.080
C 2.124 -6.449 1.434
N -1.225 -3.943 0.218
H 0.788 -2.879 -0.876
H 0.423 -3.800 -2.425
H 1.715 -4.296 -1.255
H -0.949 -5.258 -1.363
H 0.675 -6.638 -0.463
H -0.579 -6.280 0.729
H 2.772 -6.124 2.249
H 2.726 -6.819 0.594
H 1.571 -7.318 1.827
H -1.375 -3.046 -0.225
H -0.794 -3.745 1.117
C -3.503 -1.961 -2.537
C -4.781 -1.511 -1.874
C -5.167 -0.123 -2.357
O -6.297 0.399 -1.647
C -6.017 0.797 -0.321
N -5.839 -2.499 -2.271
H -3.549 -2.050 -3.622
H -3.105 -2.874 -2.090
H -2.680 -1.252 -2.371
H -4.729 -1.532 -0.789
H -5.542 -0.210 -3.378
H -4.340 0.590 -2.285
H -5.668 -0.023 0.315
H -6.976 1.084 0.120
H -5.340 1.654 -0.282
H -6.003 -2.311 -3.264
H -6.730 -2.141 -1.910
C 3.866 2.755 4.067
C 2.434 2.373 3.687
C 1.536 2.561 4.903
O 0.180 2.232 4.749
C -0.077 0.962 4.203
N 2.018 3.269 2.589
H 4.512 2.562 3.208
H 4.208 2.246 4.968
H 3.901 3.835 4.224
H 2.381 1.330 3.372
H 1.631 3.563 5.315
H 1.952 1.860 5.657
H -1.150 0.826 4.059
H 0.224 0.156 4.887
H 0.376 0.850 3.218
H 2.488 2.975 1.735
H 1.049 3.047 2.358
O -0.942 0.414 -3.827
H -0.696 0.874 -3.002
H -1.452 1.058 -4.324
O -2.059 3.370 2.894
H -1.507 3.038 2.167
H -1.637 3.035 3.693
C 1.789 -2.088 2.395
O 0.590 -2.284 2.482
N 2.748 -3.037 2.720
N 2.347 -0.866 2.104
H 2.455 -3.937 3.040
H 3.696 -2.793 2.502
H 1.810 -0.097 1.710
H 3.349 -0.796 2.133
C -2.002 6.083 -0.317
O -2.509 7.168 -0.063
N -2.690 5.094 -0.975
N -0.732 5.742 0.058
H -2.374 4.140 -0.951
H -3.633 5.306 -1.233
H -0.437 4.779 -0.020
H -0.321 6.290 0.790
```



- Which formula does entry 1 have?
  C5H9P



- The lowest E belongs to which entry?
  C39H42Cl3GeN6O5PtS



- Among the records above, which one has the highest HOMO level?
  C19H56F3N8O11S